ORCA calculation (ωB97M-V with the def2-TZVPD basis set) on one molecule with the formula C8H6O2 at a distorted geometry.

ORCA input file:
```
! wB97M-V def2-TZVPD RIJCOSX def2/J DEFGRID3
* xyz 0 1
C 1.5167 1.7337 -0.0438
C 0.3858 0.7575 0.0330
C -0.8874 1.3289 -0.0549
C -1.9939 0.5337 -0.0701
C -1.8269 -0.8308 -0.1060
C -0.6018 -1.4013 -0.0285
C 0.5757 -0.6362 0.0892
C 1.7810 -1.4936 0.2088
H 1.1457 2.8133 0.0215
H -0.9253 2.3978 0.1041
H -3.0004 0.9839 -0.1271
H -2.7605 -1.3834 -0.2648
H -0.5744 -2.4915 -0.1731
H 1.6457 -2.4260 0.7750
O 2.6940 1.5199 -0.0343
O 2.8261 -1.4058 -0.3290
*
```

Summary:
Frontier orbital gap, eV: 9.2
Highest occupied orbital energy, eV: -9.7
Structure (SMILES): O=Cc1ccccc1C=O
ΔE to the lowest compared entry with this formula, charge and spin, kJ/mol: 127.8
Largest force on an atom, eV/Å: 2.303

These are the natural (NBO) partial charges, in e, on atoms 1 to 2: atom 1 (C): 0.422, atom 2 (C): -0.123